C56H47N11NaOP2SSe2 | the ωB97M-V functional and the def2-TZVPD basis

## Properties
Relative energy (zero: lowest compared OMol25 entry of this formula, charge and spin) ... 15.2 kcal/mol
E_HOMO ... -4.25 eV
Total charge ... -1
Molar mass ... 1164.993 g mol⁻¹
Kohn-Sham gap ... 5.988 eV
2S+1 ... 1

Last column: Löwdin charge in e.
Positions of all 121 atoms, in Å:
Na  -0.474  -0.087  0.095  0.08
C  -3.557  -1.696  5.497  -0.10
C  -2.238  -2.381  5.154  -0.29
N  -2.101  -2.697  3.749  -0.07
C  -1.763  -1.729  2.815  -0.88
S  -2.074  -2.154  1.174  0.52
N  -1.302  -0.612  3.321  -0.02
N  -0.710  0.254  2.441  0.01
C  -0.859  1.505  2.681  -0.29
C  -1.791  2.060  3.717  -0.03
C  -0.075  2.449  1.842  -0.25
C  -0.381  3.812  1.827  -0.03
C  0.305  4.649  0.968  -0.07
C  1.298  4.116  0.159  -0.08
C  1.562  2.760  0.269  -0.14
N  0.911  1.945  1.089  0.11
H  -3.613  -1.457  6.562  0.06
H  -4.407  -2.334  5.249  0.06
H  -3.649  -0.771  4.928  0.06
H  -2.130  -3.310  5.723  0.10
H  -1.407  -1.730  5.422  0.09
H  -2.758  -3.360  3.370  0.08
H  -2.288  1.242  4.228  0.05
H  -2.545  2.688  3.236  0.08
H  -1.262  2.674  4.450  0.08
H  -1.184  4.195  2.436  0.10
H  0.051  5.701  0.914  0.10
H  1.853  4.726  -0.540  0.09
H  2.328  2.299  -0.346  0.11
Se  -3.700  4.669  -4.856  0.31
P  -3.944  4.334  -2.786  0.55
C  -5.608  3.672  -2.447  -0.33
C  -6.739  4.398  -2.100  -0.09
C  -7.965  3.760  -1.953  -0.09
C  -8.075  2.397  -2.166  -0.09
C  -6.954  1.669  -2.544  -0.07
C  -5.733  2.302  -2.687  -0.08
C  -3.563  5.830  -1.818  -0.33
C  -2.275  6.323  -2.035  -0.10
C  -1.824  7.443  -1.362  -0.08
C  -2.655  8.094  -0.459  -0.10
C  -3.931  7.606  -0.234  -0.09
C  -4.383  6.478  -0.907  -0.07
C  -2.856  3.152  -1.999  -0.44
C  -1.782  2.330  -2.341  -0.45
N  -1.366  1.752  -1.200  -0.02
N  -2.129  2.208  -0.218  -0.03
N  -3.035  3.042  -0.667  0.02
P  -1.100  1.735  -3.887  0.52
Se  0.493  0.369  -3.665  0.29
C  -2.570  0.956  -4.621  -0.34
C  -3.142  -0.030  -3.816  -0.12
C  -4.255  -0.730  -4.246  -0.09
C  -4.817  -0.446  -5.485  -0.09
C  -4.262  0.545  -6.280  -0.08
C  -3.142  1.245  -5.851  -0.11
C  -0.521  3.188  -4.799  -0.39
C  -0.487  3.287  -6.183  -0.11
C  0.082  4.395  -6.789  -0.08
C  0.643  5.404  -6.019  -0.09
C  0.651  5.287  -4.637  -0.08
C  0.076  4.183  -4.030  -0.12
H  -6.701  5.471  -1.976  0.09
H  -8.836  4.341  -1.678  0.10
H  -9.030  1.902  -2.045  0.10
H  -7.024  0.604  -2.723  0.10
H  -4.866  1.725  -2.981  0.09
H  -1.631  5.829  -2.753  0.07
H  -0.822  7.810  -1.547  0.10
H  -2.305  8.971  0.071  0.10
H  -4.582  8.094  0.480  0.10
H  -5.366  6.101  -0.672  0.08
H  -2.724  -0.234  -2.835  0.10
H  -4.686  -1.489  -3.605  0.11
H  -5.693  -0.985  -5.822  0.10
H  -4.709  0.791  -7.234  0.10
H  -2.759  2.048  -6.466  0.07
H  -0.890  2.497  -6.806  0.10
H  0.087  4.468  -7.869  0.10
H  1.083  6.271  -6.496  0.10
H  1.104  6.059  -4.027  0.10
H  0.091  4.089  -2.949  0.10
C  7.712  -11.887  0.165  -0.09
O  6.893  -11.459  -0.902  -0.08
C  6.202  -10.297  -0.735  -0.28
C  6.276  -9.495  0.395  -0.02
C  5.521  -8.329  0.454  -0.03
C  4.700  -7.945  -0.596  -0.16
C  4.636  -8.766  -1.725  -0.01
C  5.374  -9.925  -1.795  0.00
C  3.893  -6.722  -0.559  -0.28
N  2.933  -6.432  -1.402  0.19
C  2.458  -5.206  -1.000  -0.17
C  3.144  -4.756  0.098  -0.13
N  4.064  -5.740  0.381  0.18
C  2.871  -3.513  0.747  -0.08
C  3.533  -3.043  1.886  -0.02
C  3.167  -1.833  2.417  -0.04
C  2.151  -1.105  1.786  -0.11
N  1.522  -1.530  0.711  0.14
C  1.847  -2.720  0.191  -0.12
C  1.080  -3.195  -0.970  -0.14
N  0.075  -2.423  -1.406  0.12
C  -0.637  -2.849  -2.425  -0.16
C  -0.409  -4.063  -3.083  -0.04
C  0.615  -4.865  -2.646  -0.01
C  1.384  -4.434  -1.561  -0.08
H  8.149  -12.831  -0.149  0.09
H  7.129  -12.043  1.077  0.09
H  8.512  -11.168  0.366  0.09
H  6.902  -9.762  1.234  0.10
H  5.576  -7.734  1.358  0.11
H  3.992  -8.470  -2.541  0.11
H  5.330  -10.565  -2.666  0.12
H  4.776  -5.710  1.086  0.14
H  4.318  -3.632  2.347  0.10
H  3.642  -1.439  3.305  0.10
H  1.827  -0.142  2.161  0.08
H  -1.434  -2.198  -2.761  0.08
H  -1.034  -4.348  -3.918  0.10
H  0.841  -5.816  -3.111  0.11


C8H5NO3 | the ωB97M-V functional and the def2-TZVPD basis

## Properties
Relative energy (zero: lowest compared OMol25 entry of this formula, charge and spin) ... 117.2 kcal/mol
E_HOMO ... -9.94 eV
Molar mass ... 163.132 g mol⁻¹
Kohn-Sham gap ... 9.202 eV
2S+1 ... 1

Last column: Löwdin charge in e.
Positions of all 17 atoms, in Å:
C  -0.852  1.254  -0.119  -0.27
C  0.551  0.794  -0.030  -0.08
C  1.729  1.444  0.053  0.04
C  2.864  0.562  0.145  -0.04
C  2.827  -0.858  0.049  -0.05
C  1.548  -1.430  -0.095  -0.02
C  0.516  -0.605  -0.202  -0.12
C  -0.875  -1.050  -0.151  -0.40
H  -3.816  -1.028  -0.192  0.34
H  1.724  2.431  0.037  0.08
H  3.907  0.849  0.376  0.11
H  3.797  -1.451  0.399  0.15
H  1.355  -2.483  -0.354  0.14
N  -1.630  0.067  -0.244  -0.01
O  -2.911  -0.186  0.397  -0.08
O  -1.381  2.386  -0.044  0.10
O  -1.384  -2.131  0.090  0.11


C3H35O14 | the ωB97M-V functional and the def2-TZVPD basis

## Properties
E_HOMO (alpha / beta) ... -15.40 / -15.40 eV
Total charge ... +2
Molar mass ... 295.299 g mol⁻¹
Kohn-Sham gap (alpha / beta) ... 8.500 / 4.626 eV
2S+1 ... 2

Last column: Löwdin charge in e.
Positions of all 52 atoms, in Å:
O  1.306  -3.457  -0.222  0.32
H  2.061  -3.947  -0.556  0.19
H  1.479  -2.518  -0.119  0.10
H  0.535  -3.760  -0.707  0.05
O  2.091  0.042  -2.645  0.31
H  2.732  -0.533  -3.069  0.19
H  1.408  0.248  -3.286  0.05
H  1.765  -0.295  -1.807  0.09
C  -0.918  -0.288  -0.906  0.02
C  0.108  -0.086  0.232  -0.45
C  -0.444  -0.357  1.620  0.00
O  1.265  -0.791  -0.098  -0.03
H  -0.917  -1.330  -1.225  0.07
H  -0.603  0.286  -1.777  0.05
H  -1.924  0.072  -0.692  0.11
H  0.267  0.989  0.322  0.13
H  0.168  0.108  2.393  0.08
H  -0.673  -1.394  1.862  0.10
H  -1.383  0.189  1.724  0.10
O  2.107  2.405  -1.068  -0.02
H  1.831  3.302  -0.880  0.04
H  1.933  1.926  -0.258  -0.01
O  0.237  0.700  -4.221  0.03
H  -0.287  1.471  -4.005  0.08
H  -0.377  0.106  -4.654  0.10
O  0.404  3.410  1.157  -0.02
H  0.277  3.937  0.368  0.05
H  -0.425  3.485  1.630  0.07
O  -4.239  1.433  -3.025  -0.03
H  -3.319  1.312  -2.790  -0.02
H  -4.242  1.450  -3.982  0.04
O  1.419  2.549  3.683  -0.03
H  0.584  2.431  4.135  0.04
H  1.178  2.717  2.772  -0.03
O  -4.042  1.826  1.947  -0.05
H  -4.842  2.336  1.818  0.04
H  -4.024  1.217  1.208  0.01
O  -0.642  -4.086  -1.637  0.02
H  -1.367  -3.612  -2.044  0.09
H  -0.642  -4.940  -2.069  0.10
O  1.836  -1.501  4.143  -0.04
H  1.293  -2.286  4.208  -0.01
H  1.300  -0.878  3.652  -0.01
O  3.330  0.447  1.259  0.00
H  3.711  -0.065  1.973  0.06
H  2.717  -0.153  0.834  -0.03
O  -1.844  2.792  -1.670  -0.01
H  -0.952  2.764  -1.323  0.01
H  -1.741  2.637  -2.609  0.02
O  0.449  -3.843  3.386  -0.04
H  -0.338  -4.038  2.877  0.04
H  0.395  -4.428  4.143  0.07


C21H36P2W | the ωB97M-V functional and the def2-TZVPD basis

## Properties
Relative energy (zero: lowest compared OMol25 entry of this formula, charge and spin) ... 85.4 kcal/mol
E_HOMO (alpha / beta) ... -12.42 / -12.65 eV
Total charge ... +2
Molar mass ... 534.307 g mol⁻¹
Kohn-Sham gap (alpha / beta) ... 5.759 / 5.991 eV
2S+1 ... 3

Last column: Löwdin charge in e.
Positions of all 60 atoms, in Å:
P  0.007  2.207  0.886  0.78
P  0.586  -1.834  1.161  0.80
C  1.007  1.002  -0.172  -0.29
C  0.491  -0.471  -0.318  -0.48
H  2.044  0.953  0.232  0.10
H  1.144  1.371  -1.203  0.08
H  -0.505  -0.563  -0.901  0.03
H  1.221  -1.094  -0.847  0.06
C  2.362  -2.025  1.041  -0.16
H  2.731  -2.377  2.001  0.07
H  2.859  -1.100  0.750  0.07
H  2.496  -2.786  0.272  0.08
C  -0.087  -3.424  0.764  -0.16
H  0.644  -3.887  0.087  0.07
H  -1.080  -3.337  0.309  0.07
H  -0.146  -3.978  1.707  0.08
C  0.981  3.767  0.741  -0.16
H  0.713  4.363  1.618  0.07
H  0.720  4.324  -0.169  0.07
H  2.053  3.554  0.737  0.07
C  -1.612  2.805  0.194  -0.19
H  -2.392  2.003  0.117  0.06
H  -1.387  3.278  -0.775  0.04
H  -1.967  3.609  0.869  0.08
W  -0.931  0.004  1.103  0.82
C  -0.943  -1.127  -2.790  -0.14
C  0.400  -1.049  -2.910  -0.16
C  1.109  -0.189  -3.888  -0.17
C  0.445  1.180  -4.225  -0.15
C  -0.306  1.864  -3.109  -0.12
C  -1.617  1.723  -2.844  -0.13
C  -2.507  0.754  -3.541  -0.17
C  -1.912  -0.651  -3.810  -0.16
C  -0.398  1.704  2.696  -0.25
H  -1.390  -1.713  -1.974  0.10
H  1.071  -1.793  -2.441  0.11
H  1.241  -0.772  -4.817  0.14
H  2.115  -0.015  -3.479  0.11
H  1.275  1.850  -4.511  0.12
H  -0.193  1.034  -5.112  0.12
H  0.238  2.679  -2.626  0.10
H  -2.163  2.517  -2.320  0.09
H  -2.808  1.189  -4.509  0.14
H  -3.409  0.646  -2.927  0.11
H  -2.751  -1.360  -3.812  0.13
H  -1.460  -0.673  -4.808  0.12
H  -1.162  0.931  3.088  0.08
H  -0.889  2.651  2.996  0.07
H  0.477  1.581  3.359  0.07
C  0.471  -2.202  5.453  -0.03
C  1.513  -1.477  4.847  -0.05
C  1.355  -0.954  3.570  -0.12
C  0.126  -1.197  2.820  -0.49
C  -0.933  -1.910  3.471  -0.11
C  -0.762  -2.337  4.796  -0.04
H  0.619  -2.624  6.458  0.13
H  2.447  -1.328  5.415  0.13
H  2.167  -0.424  3.052  0.11
H  -1.845  -2.060  2.879  0.10
H  -1.574  -2.817  5.350  0.13


C12H16ClN2O3PS | the ωB97M-V functional and the def2-TZVPD basis

## Properties
E_HOMO ... -9.23 eV
Molar mass ... 334.765 g mol⁻¹
Kohn-Sham gap ... 8.098 eV
2S+1 ... 1

Last column: Löwdin charge in e.
Positions of all 36 atoms, in Å:
O  -0.093  0.452  1.637  -0.39
P  -0.941  -0.740  0.803  0.58
Cl  -0.086  -0.758  -1.100  0.20
C  -2.646  -0.020  0.710  -0.41
C  -2.859  1.370  0.316  -0.09
C  -4.108  1.927  0.283  -0.02
C  -5.258  1.140  0.657  -0.35
N  -6.562  1.472  0.733  -0.22
S  -7.308  0.089  1.169  1.00
N  -6.092  -0.990  1.337  -0.21
C  -5.007  -0.247  1.017  -0.36
C  -3.692  -0.842  1.054  -0.04
H  -0.658  0.603  2.416  0.05
H  -2.023  2.017  0.033  0.11
H  -4.247  2.969  -0.026  0.12
H  -3.508  -1.877  1.355  0.11
C  3.144  -2.513  -5.554  -0.03
C  1.709  -2.044  -5.581  -0.51
O  1.121  -1.876  -6.624  0.07
C  1.041  -1.793  -4.251  -0.06
H  3.496  -2.653  -6.574  0.08
H  3.771  -1.766  -5.065  0.08
H  3.215  -3.464  -5.023  0.08
H  1.578  -1.014  -3.707  0.07
H  1.021  -2.713  -3.665  0.08
H  0.018  -1.461  -4.419  0.08
C  4.694  1.669  4.271  -0.03
C  3.201  1.468  4.351  -0.50
O  2.622  1.457  5.413  0.07
C  2.459  1.280  3.051  -0.03
H  5.096  1.790  5.275  0.08
H  5.163  0.799  3.807  0.08
H  4.919  2.566  3.692  0.08
H  2.829  0.393  2.535  0.09
H  2.585  2.162  2.420  0.09
H  1.403  1.148  3.257  0.05


C4H4O2 | the ωB97M-V functional and the def2-TZVPD basis

## Properties
Relative energy (zero: lowest compared OMol25 entry of this formula, charge and spin) ... 102.7 kcal/mol
E_HOMO ... -9.34 eV
Molar mass ... 84.074 g mol⁻¹
Kohn-Sham gap ... 9.451 eV
2S+1 ... 1

Last column: Löwdin charge in e.
Positions of all 10 atoms, in Å:
O  -2.230  -0.263  -0.675  0.01
C  -1.060  0.297  -0.213  -0.19
C  -0.005  -0.693  -0.026  -0.47
O  -0.094  -1.849  -0.398  0.09
C  1.256  0.001  0.249  -0.11
C  2.314  0.564  0.363  0.15
H  -2.049  -1.207  -0.873  0.11
H  -1.298  1.119  0.444  0.12
H  0.201  1.052  -0.619  0.24
H  3.225  1.111  0.323  0.04


C7H15FN | the ωB97M-V functional and the def2-TZVPD basis

## Properties
Relative energy (zero: lowest compared OMol25 entry of this formula, charge and spin) ... 94.5 kcal/mol
E_HOMO ... -12.96 eV
Total charge ... +1
Molar mass ... 132.202 g mol⁻¹
Kohn-Sham gap ... 9.728 eV
2S+1 ... 1

Last column: Löwdin charge in e.
Positions of all 24 atoms, in Å:
C  1.053  1.144  -0.474  -0.29
C  0.967  0.334  0.561  -0.13
C  2.386  1.813  -0.653  -0.01
C  -0.155  1.425  -1.427  -0.01
C  -1.780  0.255  1.641  -0.09
C  -0.068  -2.550  -0.325  0.03
C  -0.773  -0.681  1.184  -0.19
N  -1.071  -1.479  -0.012  -0.03
F  2.039  -0.041  1.226  0.08
H  2.210  2.755  -1.285  0.12
H  2.919  1.169  -1.318  0.09
H  2.741  1.956  0.276  0.04
H  0.111  2.223  -2.089  0.07
H  -1.013  1.729  -0.789  0.08
H  -0.420  0.433  -1.920  0.09
H  -2.373  0.559  0.716  0.11
H  -1.331  1.223  1.941  0.10
H  -2.271  0.022  2.603  0.10
H  0.950  -2.117  -0.148  0.12
H  -0.290  -3.336  0.397  0.11
H  -0.452  -2.929  -1.223  0.09
H  -0.362  -1.300  2.054  0.16
H  -0.944  -0.787  -0.797  0.13
H  -2.073  -1.819  -0.138  0.22


C17H28FeIN4OSi | the ωB97M-V functional and the def2-TZVPD basis

## Properties
E_HOMO (alpha / beta) ... 2.51 / -3.25 eV
Total charge ... -2
Molar mass ... 515.273 g mol⁻¹
Kohn-Sham gap (alpha / beta) ... 1.538 / 7.672 eV
2S+1 ... 6

Last column: Löwdin charge in e.
Positions of all 53 atoms, in Å:
C  0.201  0.070  -6.960  -0.61
I  -0.010  0.231  -4.825  0.30
H  -0.671  -0.480  -7.344  -0.05
H  1.108  -0.475  -7.199  -0.04
H  0.239  1.068  -7.376  -0.05
C  -1.362  3.804  -0.102  -0.09
C  -2.373  3.339  -0.871  -0.08
N  -1.983  2.106  -1.351  -0.12
C  -0.726  1.771  -0.895  -0.20
N  -0.363  2.849  -0.133  -0.10
H  -1.271  4.712  0.466  0.10
H  -3.331  3.775  -1.103  0.11
C  1.819  -3.709  -0.520  -0.08
C  0.812  -1.725  -0.985  -0.18
N  1.716  -2.369  -0.187  -0.11
H  0.790  -4.807  -2.133  0.11
N  0.397  -2.709  -1.861  -0.13
H  2.456  -4.382  0.017  0.10
Fe  -0.048  -0.028  -0.913  0.31
C  1.091  0.697  -2.168  -0.46
O  2.112  1.251  -2.333  -0.05
C  0.996  -3.916  -1.573  -0.08
C  -0.621  -2.583  -2.883  -0.12
H  -1.567  -3.047  -2.552  0.09
H  -0.248  -3.037  -3.811  0.08
H  -0.816  -1.518  -3.104  -0.07
C  2.468  -1.829  0.924  -0.09
H  3.485  -2.243  0.880  0.07
H  2.022  -2.136  1.880  0.07
H  2.493  -0.736  0.903  0.08
C  0.822  3.000  0.688  -0.08
H  1.184  4.031  0.579  0.07
H  1.611  2.302  0.395  0.08
H  0.578  2.835  1.749  0.07
C  -2.892  1.246  -2.089  -0.06
H  -2.342  0.425  -2.568  0.04
H  -3.384  1.847  -2.865  0.09
H  -3.645  0.810  -1.410  0.09
C  -1.592  0.861  4.590  -0.28
Si  -0.058  -0.047  4.011  0.30
C  1.479  0.870  4.608  -0.33
C  -0.050  -1.814  4.649  -0.28
C  0.005  -0.049  2.178  -0.19
C  -0.033  -0.048  0.925  -0.21
H  -1.614  0.875  5.688  0.00
H  -2.504  0.369  4.222  0.01
H  -1.604  1.896  4.218  0.00
H  1.495  0.889  5.708  -0.01
H  2.398  0.385  4.248  -0.01
H  1.488  1.907  4.237  -0.01
H  -0.937  -2.363  4.297  0.01
H  0.837  -2.368  4.306  0.00
H  -0.058  -1.802  5.749  0.00


C7H16O2 | the ωB97M-V functional and the def2-TZVPD basis

## Properties
Relative energy (zero: lowest compared OMol25 entry of this formula, charge and spin) ... 144.3 kcal/mol
E_HOMO (alpha / beta) ... -6.58 / -6.27 eV
Molar mass ... 132.203 g mol⁻¹
Kohn-Sham gap (alpha / beta) ... 7.353 / 7.020 eV
2S+1 ... 1

Last column: Löwdin charge in e.
Positions of all 25 atoms, in Å:
C  -1.680  -1.852  1.368  -0.34
C  0.141  -0.870  0.121  -0.24
C  1.197  1.522  -0.143  -0.30
C  -0.269  0.135  0.945  -0.05
C  -0.275  -1.099  -1.288  -0.08
C  0.449  2.195  -1.257  -0.14
C  2.560  0.989  -0.493  -0.13
O  -1.920  -1.681  2.736  -0.02
O  -2.767  -1.460  0.581  -0.05
H  -3.554  -1.975  0.833  0.10
H  -2.124  -0.748  2.888  0.09
H  -1.397  -2.898  1.226  0.11
H  0.988  -1.460  0.462  0.12
H  1.212  2.114  0.772  0.09
H  -1.175  0.697  0.757  0.10
H  0.174  0.220  1.929  0.09
H  -1.127  -0.483  -1.569  0.08
H  0.566  -0.923  -1.965  0.07
H  -0.558  -2.146  -1.424  0.08
H  0.366  1.556  -2.142  0.06
H  3.016  0.446  0.340  0.07
H  -0.562  2.485  -0.957  0.07
H  0.955  3.115  -1.593  0.07
H  2.527  0.320  -1.360  0.06
H  3.257  1.799  -0.765  0.08